[1]
A single C12H22N2 molecule. Source: OMol25; level of theory: wB97M-V/def2-TZVPD.

Atoms and positions in Å:
N1 -0.61446 -0.13505 0.55815
N2 -1.90582 -0.34135 0.86604
C1 -0.32435 1.72780 2.22193
C2 -0.45490 -0.67418 2.92531
C3 1.71926 0.24126 -1.92990
C4 -0.05027 -0.92758 -2.96070
C5 -0.49231 0.30539 -0.77866
C6 -2.75620 1.33645 -0.66461
C7 0.08513 0.33069 1.77268
C8 0.73661 -1.84029 -0.86676
C9 -2.90088 0.20754 0.32908
C10 1.63106 0.25255 1.61134
C11 -1.46510 0.99774 -1.36794
C12 0.46314 -0.53034 -1.62099
H1 -1.03001 -1.16090 -2.99422
H2 1.32012 -2.55842 -1.54415
H3 -2.83331 2.20835 -0.00415
H4 1.67677 1.26995 -2.49486
H5 2.10444 -0.64379 2.08191
H6 -1.59338 -0.57117 2.98101
H7 0.48805 -1.79687 -3.34247
H8 2.27900 0.55504 -1.07419
H9 -3.86173 -0.34641 0.46362
H10 0.05254 -0.02453 -3.76067
H11 1.89971 0.96796 2.53602
H12 -0.18167 -2.21697 -0.67112
H13 -1.29024 1.15246 -2.49531
H14 1.29654 -1.61780 0.06146
H15 2.25662 0.44474 0.74062
H16 -0.15256 1.92860 3.33906
H17 2.37540 -0.47122 -2.48505
H18 -0.32692 -1.75419 2.67236
H19 0.12887 2.45073 1.65599
H20 -3.53000 1.40398 -1.38080
H21 -1.47337 1.75579 2.09755
H22 0.08831 -0.34291 3.81351

Its spin multiplicity is 1. The value obtained for the energy above the lowest of the compared OMol25 structures with the same formula, charge and spin is 121.10 kJ/mol. The calculation puts the HOMO-LUMO gap at 8.53 eV. As for the SMILES: CC(C)(C)C1=CCC=NN1C(C)(C)C.

[2]
2 unconnected molecules or ions with the total composition C4H10Cl3PSi. Source: OMol25; level of theory: wB97M-V/def2-TZVPD.

Atoms and positions in Å:
Cl1 -2.86801 1.68753 -2.56622
Cl2 -3.49066 3.68626 0.38089
Cl3 -3.99704 0.42996 0.23473
P1 0.78057 1.57142 0.45378
Si1 -2.81359 1.91464 -0.55649
C1 -0.50436 -0.88094 0.36605
C2 1.84204 -1.02131 1.16122
C3 1.29757 -0.42580 -1.27739
C4 0.88242 -0.27673 0.18197
H1 -1.09654 -0.50820 -0.48501
H2 2.10803 -1.97579 0.64266
H3 2.83250 -0.54226 1.31324
H4 1.05713 -1.34799 -1.87968
H5 1.34272 -1.07851 2.15117
H6 -0.93483 -0.84518 1.29255
H7 0.52430 1.59846 1.83665
H8 0.89614 0.27967 -2.08314
H9 2.34190 -0.28957 -1.37601
H10 -0.20030 -1.97567 0.20903

Its spin multiplicity is 1. The value obtained for the energy above the lowest of the compared OMol25 structures with the same formula, charge and spin is 241.27 kJ/mol. The calculation puts the HOMO-LUMO gap (alpha / beta) at 7.31 / 6.83 eV.

[3]
A single C9H7NO molecule. Source: OMol25; level of theory: wB97M-V/def2-TZVPD.

Atoms and positions in Å:
O1 -2.71828 0.48210 1.00456
N1 -2.05313 0.36145 -1.23447
C1 -1.16220 0.46089 -2.27108
C2 2.23770 -0.37246 1.29332
C3 -0.19756 -0.42457 1.84842
C4 1.85435 -0.19786 -0.03469
C5 0.50144 -0.07968 -0.63675
C6 1.12735 -0.54785 2.28882
C7 -1.74633 0.18761 0.20810
C8 0.14078 0.36090 -2.07079
C9 -0.43484 -0.05915 0.50024
H1 2.61598 -0.24449 -0.89531
H2 1.28909 -0.66204 3.43324
H3 3.30974 0.10112 1.62230
H4 -0.99731 -0.40793 2.44790
H5 -1.53610 0.41265 -3.31689
H6 -3.13094 0.41160 -1.46177
H7 0.90026 0.21769 -2.72516

Its spin multiplicity is 1. The value obtained for the energy above the lowest of the compared OMol25 structures with the same formula, charge and spin is 238.15 kJ/mol. The calculation puts the HOMO-LUMO gap at 8.37 eV. As for the SMILES: O=c1[nH]ccc2ccccc12.

[4]
A molecular structure, C32H31AgFN6O2S. Source: OMol25; level of theory: wB97M-V/def2-TZVPD.

Atoms and positions in Å:
Ag1 0.42738 0.64644 -0.53861
S1 -2.49878 -0.72316 0.22306
F1 1.98686 -5.47813 0.48172
O1 -1.91245 -0.80483 -1.15317
O2 -0.18549 0.72258 2.54535
N1 1.14626 2.98115 -0.55055
N2 -1.44544 2.40148 -0.85854
N3 1.99940 1.32713 2.25850
N4 0.33071 3.92118 -0.30716
N5 3.03329 1.07451 -1.27542
N6 1.19160 0.78520 4.35805
C1 1.16206 -3.71987 -0.87791
C2 4.66561 -1.97830 -2.52495
C3 0.92257 0.93596 3.00005
C4 3.43489 2.25164 -0.89448
C5 1.70226 -4.14827 0.31573
C6 -1.92730 4.58673 -0.03216
C7 5.45480 -2.35929 -1.44636
C8 -1.03128 3.57230 -0.38989
C9 -4.49865 -1.97261 -1.18257
C10 5.20251 3.92580 -0.52742
C11 -8.09038 -3.03901 -0.50403
C12 4.69704 -0.40991 -0.24694
C13 2.91936 4.64275 -0.36112
C14 1.09255 -1.40095 -0.01668
C15 -4.14748 -1.42118 0.03436
C16 -5.06827 -1.36961 1.07474
C17 -2.75242 2.23157 -1.06145
C18 5.46099 -1.56619 -0.30572
C19 3.90375 -0.01398 -1.32791
C20 1.96293 -3.27188 1.34314
C21 4.23473 4.96141 -0.32002
C22 -3.27648 4.38530 -0.21132
C23 -1.84554 -2.07351 1.20531
C24 -6.33387 -1.90034 0.89787
C25 0.86697 -2.36346 -1.02002
C26 3.89746 -0.82640 -2.46492
C27 1.65610 -1.92122 1.15272
C28 -3.71054 3.18273 -0.76312
C29 2.47131 3.30871 -0.60223
C30 -6.70553 -2.47713 -0.31719
C31 4.83977 2.65043 -0.77904
C32 -5.77528 -2.50193 -1.34739
H1 0.35028 0.75001 4.90937
H2 -3.03515 1.28112 -1.49909
H3 3.24967 -0.54635 -3.28669
H4 6.03479 -3.27263 -1.48457
H5 6.25845 4.17581 -0.50043
H6 -0.86948 -1.76296 1.56877
H7 -6.05108 -2.94207 -2.29948
H8 2.92016 1.23027 2.64925
H9 1.93086 1.34361 4.75076
H10 -8.34250 -3.74120 0.29265
H11 -4.79641 -0.91008 2.01905
H12 0.97550 -4.43474 -1.67116
H13 1.93468 1.22021 1.25015
H14 -8.84279 -2.24741 -0.49161
H15 4.68468 0.18750 0.65832
H16 -3.98476 5.16030 0.05659
H17 -1.75509 -2.94167 0.55123
H18 6.04953 -1.86113 0.55542
H19 -2.53803 -2.25497 2.02749
H20 2.39905 -3.63734 2.26578
H21 -7.05017 -1.86309 1.71177
H22 4.62940 -2.59789 -3.41353
H23 5.59709 1.90040 -0.96195
H24 1.87639 -1.25957 1.98623
H25 -8.17498 -3.56395 -1.45533
H26 4.55347 5.97954 -0.13674
H27 0.42084 -2.05789 -1.96128
H28 -3.76537 -1.97707 -1.97960
H29 2.16232 5.39653 -0.19904
H30 -1.52368 5.51054 0.35936
H31 -4.75562 2.98231 -0.95400

Its spin multiplicity is 1. The value obtained for the energy above the lowest of the compared OMol25 structures with the same formula, charge and spin is 70.94 kJ/mol. Its charge is -1. The calculation puts the HOMO-LUMO gap (alpha / beta) at 5.93 / 5.93 eV.

[5]
8 unconnected molecules or ions with the total composition C8H32N16O8. Source: OMol25; level of theory: wB97M-V/def2-TZVPD.

Atoms and positions in Å:
O1 -2.34914 2.43851 2.67225
O2 4.74466 -2.62764 -0.80008
O3 -0.92794 -1.33455 2.93927
O4 1.29910 -2.31469 0.76021
O5 2.39470 0.09332 -4.32699
O6 -4.28803 -1.76307 -0.32134
O7 -3.93077 2.44467 -2.53728
O8 2.42620 2.31199 0.76269
N1 3.06664 0.12094 0.49049
N2 -4.01605 2.17525 -0.27995
N3 4.15054 1.56882 -4.48549
N4 2.84476 -2.00032 -1.87435
N5 -2.83958 3.91968 -1.28193
N6 2.61648 1.78330 -2.84714
N7 1.00978 0.62671 1.17392
N8 -1.82552 -2.48785 1.21593
N9 -1.25031 3.66910 4.12305
N10 4.79981 -2.03472 -2.95298
N11 1.46064 -3.10340 2.84912
N12 -2.96279 -0.62889 2.12580
N13 2.87763 -3.82249 1.17266
N14 -5.41639 -0.21062 -1.58047
N15 -1.13428 1.30577 4.28005
N16 -3.24018 -0.61060 -2.02733
C1 2.20537 1.12091 0.79280
C2 4.17286 -2.17492 -1.76347
C3 1.83945 -3.06241 1.56111
C4 -4.31456 -0.92600 -1.20974
C5 -1.84999 -1.44204 2.15462
C6 -3.61455 2.79964 -1.42340
C7 3.02967 1.02061 -3.87089
C8 -1.60370 2.42045 3.63684
H1 0.57637 -2.60841 3.02562
H2 2.76956 -0.81731 0.46301
H3 -5.43052 0.56865 -2.24743
H4 -1.24780 0.38388 3.85737
H5 -3.33202 -0.19061 2.97345
H6 3.42937 -3.61277 0.33218
H7 4.14806 2.60004 -4.59058
H8 0.35071 1.20158 1.64709
H9 3.36048 2.33836 -2.40811
H10 2.27380 -2.38249 -1.14053
H11 5.77307 -2.24216 -2.99683
H12 -2.35400 3.95280 -0.39985
H13 2.47046 -1.63900 -2.72756
H14 0.84308 -0.32220 1.43109
H15 -2.49497 -2.46535 0.43107
H16 -0.93473 3.61166 5.07070
H17 -2.32680 -0.91538 -1.60198
H18 -2.13804 3.95241 -2.04740
H19 -0.38482 1.54233 4.88625
H20 -3.28840 0.33205 -2.38137
H21 -3.59805 2.52591 0.60094
H22 -4.89252 1.72840 -0.13114
H23 -1.95882 4.25622 3.77826
H24 3.92926 0.37390 0.03499
H25 4.40250 -1.55408 -3.71521
H26 3.37809 -4.42100 1.84145
H27 4.43224 1.08316 -5.31761
H28 -3.67337 -0.94021 1.41509
H29 1.78054 -3.83161 3.51566
H30 -0.86976 -2.60009 0.88723
H31 1.93426 1.45945 -2.21541
H32 -6.30177 -0.64358 -1.39840

Its spin multiplicity is 1. The value obtained for the energy above the lowest of the compared OMol25 structures with the same formula, charge and spin is 37.20 kJ/mol. The calculation puts the HOMO-LUMO gap at 9.87 eV. As for the SMILES: NC(N)=O.NC(N)=O.NC(N)=O.NC(N)=O.NC(N)=O.NC(N)=O.NC(N)=O.NC(N)=O.

[6]
3 unconnected molecules or ions with the total composition C4H12NO. Source: OMol25; level of theory: wB97M-V/def2-TZVPD.

Atoms and positions in Å:
O1 -1.78026 1.28098 -0.42822
N1 0.77957 2.32563 0.90085
C1 -0.15340 -1.24890 -0.81839
C2 -0.28117 -1.95751 1.50411
C3 0.82677 -0.59729 -1.69809
C4 -0.08583 -1.00656 0.55624
H1 1.03145 0.41177 -1.34380
H2 1.15607 2.74731 1.73816
H3 1.16928 2.78221 0.08946
H4 -0.21719 2.47682 0.85282
H5 -1.41634 0.41286 -0.24045
H6 -2.74113 1.26328 -0.34802
H7 0.51559 -0.65493 -2.73571
H8 -0.38649 -2.29622 -1.05007
H9 1.75067 -1.17443 -1.53188
H10 -0.67682 -2.91893 1.20050
H11 0.55016 -0.16160 0.82548
H12 -0.04092 -1.68449 2.52701

Its spin multiplicity is 1. The value obtained for the energy above the lowest of the compared OMol25 structures with the same formula, charge and spin is 359.49 kJ/mol. Its charge is +1. The calculation puts the HOMO-LUMO gap at 6.03 eV.

[7]
A molecular structure, F3H12HfO6Pb. Source: OMol25; level of theory: wB97M-V/def2-TZVPD.

Atoms and positions in Å:
Pb1 -2.28999 0.53507 1.70495
Hf1 -0.15080 -2.97851 -0.76726
F1 -0.24355 -0.88432 0.32837
F2 1.82325 -2.89757 0.35210
F3 -0.70381 -3.37908 1.44811
O1 -0.73093 2.11874 0.51572
O2 -0.00736 0.64123 3.29859
O3 1.46979 -1.47304 -1.92754
O4 -3.01970 0.46603 -0.72764
O5 2.21785 -0.05662 1.19058
O6 0.46579 0.94002 -2.59175
H1 1.34334 -0.56533 -2.27928
H2 2.36886 -1.72011 -2.19690
H3 2.19947 0.87863 0.96231
H4 0.56437 0.40848 2.55130
H5 -0.97745 3.04470 0.37764
H6 -0.34460 0.50204 -2.32049
H7 -3.92616 0.57231 -1.05515
H8 0.10156 2.01357 0.04213
H9 -2.59497 -0.10191 -1.37470
H10 1.50633 -0.45628 0.67286
H11 0.56166 0.54729 4.07378
H12 0.36705 1.84465 -2.27771

Its spin multiplicity is 1. Its charge is +3. The calculation puts the HOMO-LUMO gap at 6.00 eV.

[8]
2 unconnected molecules or ions with the total composition C5H8N2O. Source: OMol25; level of theory: wB97M-V/def2-TZVPD.

Atoms and positions in Å:
O1 2.62819 2.09805 1.53815
N1 -1.54304 0.47008 -0.48162
N2 0.80276 1.94086 0.09277
C1 -0.54195 0.24790 1.91170
C2 -0.80688 0.11400 0.47970
C3 -0.67583 -0.73385 -0.69702
C4 1.73814 2.13784 0.80195
C5 0.48005 -0.66507 -1.66670
H1 0.22931 2.45563 -0.53563
H2 -1.17165 -0.46719 2.44457
H3 1.11347 -1.54098 -1.54582
H4 1.08078 0.22513 -1.50668
H5 0.10453 -0.64748 -2.68952
H6 -0.78155 1.25049 2.26144
H7 0.49621 0.01400 2.13860
H8 -1.19964 -1.68764 -0.70550

Its spin multiplicity is 3. Its expectation value of S² is 2.006. The value obtained for the energy above the lowest of the compared OMol25 structures with the same formula, charge and spin is 162.36 kJ/mol. The calculation puts the HOMO-LUMO gap (alpha / beta) at 5.79 / 7.26 eV.